DFT (the ωB97M-V functional and the def2-TZVPD basis) results for a molecular structure, C3H2GdO2 at a distorted geometry.

```
8
Properties=species:S:1:pos:R:3:forces:R:3:mulliken_spin:R:1
O 0.334 -1.212 0.171 -0.5535 1.6056 0.8101 -0.014
C -0.694 -2.060 -0.167 -0.5250 0.1605 0.6814 -0.006
C -1.819 -1.339 -0.157 0.0198 -0.6221 0.4660 -0.002
O -1.479 -0.052 0.215 0.3982 0.1476 0.3285 -0.005
C -0.188 0.038 0.472 0.5577 -1.4936 -1.7541 -0.005
Gd 1.568 2.253 -0.555 -0.2880 -0.3489 0.3123 7.033
H -0.513 -3.129 -0.125 0.0770 0.3579 -0.5401 0.000
H -2.871 -1.598 -0.176 0.3138 0.1929 -0.3041 0.000
```
Forces are in eV/Å.

Computed properties:
Multiplicity = 8
HOMO (spin up / spin down) = -13.221 / -10.346 eV
Energy relative to the best compared isomer or geometry (same formula, charge and spin) = 41.4 kJ/mol
Max |F| = 0.0461 hartree/bohr
Charge = +1
LUMO (spin up / spin down) = -4.53 / -3.99 eV
E_tot = -1031.26070 Ha
Frontier orbital gap (spin up / spin down) = 8.687 / 6.356 eV

DFT (the ωB97M-V functional and the def2-TZVPD basis) results for a molecular structure, C3H2I2N3ReS4Sb.

```
16
Properties=species:S:1:pos:R:3:forces:R:3:mulliken_spin:R:1
Re 0.935 0.079 0.185 0.5686 -0.1203 0.1675 2.797
S 5.309 2.067 0.092 0.1897 0.3974 -0.3517 0.090
Sb 4.234 0.483 1.145 0.0148 -0.0544 -0.0347 0.024
S 2.891 -0.876 -0.409 -0.1432 -0.1219 -0.1622 0.199
S 1.833 1.454 1.651 -0.3484 0.0104 -0.1811 -0.226
S 4.769 -0.660 2.930 -0.0015 -0.3048 0.4575 0.055
I -1.463 0.711 1.586 0.0705 0.0345 0.0956 0.014
C -3.404 0.418 0.749 -0.2279 0.1022 0.2345 0.001
I -3.666 -0.548 -1.081 0.1198 -0.1241 -0.2747 0.001
H -3.791 1.425 0.664 -0.0786 -0.0106 0.0238 0.002
H -3.920 -0.142 1.518 -0.0818 0.0388 -0.0028 0.000
N -3.184 -1.512 -4.441 0.0353 -0.0501 0.0127 0.012
C -2.113 -1.410 -4.024 0.1909 0.1849 0.2874 -0.001
N -0.866 -1.304 -3.580 -0.1692 -0.2419 -0.6263 0.044
C -0.433 -0.874 -2.513 0.0074 0.2016 0.5865 0.063
N 0.071 -0.513 -1.497 -0.1464 0.0584 -0.2321 -0.076
```
Forces are in eV/Å.

Computed properties:
Multiplicity = 4
HOMO (spin up / spin down) = -8.952 / -8.936 eV
Energy relative to the best compared isomer or geometry (same formula, charge and spin) = 74.7 kJ/mol
Max |F| = 0.0135 hartree/bohr
LUMO (spin up / spin down) = -3.27 / -2.88 eV
E_tot = -2786.38232 Ha
Frontier orbital gap (spin up / spin down) = 5.686 / 6.056 eV

DFT (the ωB97M-V functional and the def2-TZVPD basis) results for a molecular structure, C3H2IN2 at a distorted geometry.

```
8
Properties=species:S:1:pos:R:3:forces:R:3:nbo_charge:R:1
C -0.843 0.864 -0.985 1.8059 -0.6128 2.3758 0.817
C -0.613 -0.797 0.048 0.3220 0.1957 0.8373 0.202
C 0.456 0.272 0.413 0.6825 -0.7826 0.7429 -0.282
N -1.427 -0.320 -0.895 0.2395 -0.6478 0.2340 -0.398
N 0.068 1.431 -0.422 -1.4795 1.3540 -2.3442 -0.330
I 2.471 -0.346 -0.217 -0.9792 0.0540 0.3043 0.368
H -0.671 -1.792 0.605 -0.2552 1.2795 -1.3173 0.290
H 0.560 0.688 1.453 -0.3360 -0.8400 -0.8328 0.332
```
Forces are in eV/Å.

Computed properties:
HOMO = -14.904 eV
Energy relative to the best compared isomer or geometry (same formula, charge and spin) = 130.2 kJ/mol
Max |F| = 0.0600 hartree/bohr
Charge = +1
LUMO = -8.08 eV
E_tot = -522.26547 Ha
Frontier orbital gap = 6.828 eV